Record 1
DFT (the ωB97M-V functional and the def2-TZVPD basis) results for a structure of composition C2H16B3BeCl4 in a non-equilibrium geometry.

Element x y z (Å)
Be1 0.330 -0.492 0.841
B1 -1.026 0.883 -0.582
H1 -0.936 -0.216 -0.914
H2 -1.298 0.796 0.547
H3 -0.031 1.412 -0.704
H4 -1.865 1.399 -1.156
B2 2.285 0.494 -0.843
H5 1.428 -0.197 -1.139
H6 3.252 -0.065 -1.077
H7 2.138 1.506 -1.352
H8 2.079 0.618 0.299
B3 1.230 -2.591 -0.280
H9 0.415 -2.911 0.466
H10 1.930 -1.811 0.212
H11 1.961 -3.387 -0.644
H12 0.681 -2.105 -1.152
C1 0.915 3.883 1.102
Cl1 -0.204 4.171 -0.266
Cl2 0.699 2.279 1.887
H13 1.940 3.868 0.745
H14 0.761 4.661 1.841
C2 -3.444 -2.364 0.507
Cl3 -1.890 -2.228 1.324
Cl4 -3.201 -2.883 -1.144
H15 -4.004 -3.186 0.951
H16 -4.144 -1.533 0.531

Results
Charge: -1
LUMO energy: 1.2 eV
HOMO level: -0.17768 hartree
E_tot: -54846.9869 eV
Energy relative to the best compared isomer or geometry (same formula, charge and spin): 65.0 kcal/mol

Mulliken atomic charge list, values in e, 6 entries: Be 0.24; B 0.63; H -0.12; H -0.19; H -0.39; H -0.20

Record 2
DFT (the ωB97M-V functional and the def2-TZVPD basis) results for a cluster of 5 separate species, C20H30O15 in total in a non-equilibrium geometry.

Element x y z (Å)
C1 1.751 0.642 -0.704
C2 2.676 -0.146 0.188
C3 2.075 -0.694 1.508
O1 2.374 -2.093 1.422
C4 3.199 -2.328 0.387
O2 3.736 -3.341 0.094
O3 3.231 -1.269 -0.465
H1 1.351 1.590 -0.349
H2 0.838 0.130 -1.038
H3 2.292 0.793 -1.643
H4 3.463 0.582 0.426
H5 1.013 -0.487 1.404
H6 2.543 -0.185 2.341
C5 -1.652 -1.818 -0.772
C6 -1.290 -2.210 -2.192
C7 -1.355 -1.127 -3.291
O4 -0.007 -0.941 -3.734
C8 0.810 -1.806 -3.058
O5 1.988 -1.781 -3.260
O6 0.124 -2.480 -2.127
H7 -1.172 -2.510 -0.085
H8 -2.730 -1.783 -0.612
H9 -1.306 -0.804 -0.580
H10 -1.929 -3.063 -2.432
H11 -1.727 -0.193 -2.866
H12 -1.980 -1.334 -4.158
C9 -1.939 4.279 6.043
C10 -1.950 3.372 4.842
C11 -1.544 4.114 3.534
O7 -0.481 3.348 2.945
C12 -0.280 2.247 3.747
O8 0.355 1.290 3.475
O9 -0.899 2.416 4.924
H13 -0.968 4.726 6.243
H14 -2.365 3.780 6.910
H15 -2.601 5.123 5.817
H16 -2.938 2.940 4.677
H17 -1.240 5.140 3.752
H18 -2.372 4.160 2.829
C13 -3.414 6.120 0.881
C14 -2.428 5.485 -0.106
C15 -0.985 5.231 0.330
O10 -0.758 3.872 -0.028
C16 -1.894 3.278 -0.391
O11 -2.010 2.213 -0.896
O12 -2.935 4.161 -0.348
H19 -3.176 7.170 1.026
H20 -3.348 5.500 1.773
H21 -4.419 5.986 0.492
H22 -2.460 6.091 -1.016
H23 -0.704 5.381 1.376
H24 -0.315 5.943 -0.157
C17 2.111 -5.429 -4.108
C18 2.706 -6.518 -3.254
C19 2.501 -6.268 -1.740
O13 2.011 -7.500 -1.239
C20 1.828 -8.371 -2.253
O14 1.482 -9.498 -2.119
O15 2.060 -7.785 -3.446
H25 1.170 -5.108 -3.662
H26 2.156 -5.612 -5.174
H27 2.741 -4.556 -3.877
H28 3.777 -6.666 -3.402
H29 1.778 -5.480 -1.517
H30 3.430 -5.925 -1.286

Results
Charge: 0
SMILES string: C[C@H]1COC(=O)O1.C[C@H]1COC(=O)O1.C[C@H]1COC(=O)O1.C[C@H]1COC(=O)O1.C[C@H]1COC(=O)O1
LUMO energy: 0.1 eV
HOMO level: -0.38057 hartree
E_tot: -51939.3368 eV
Energy relative to the best compared isomer or geometry (same formula, charge and spin): 32.6 kcal/mol

Mulliken atomic charge list, values in e, 6 entries: C -1.39; C 0.73; C -0.28; O -0.36; C 0.70; O -0.58

Which value of HOMO level does entry 2 give?
-0.38057 hartree